C38H78BN2O24S4 | ωB97M-V/def2-TZVPD

```
147
Properties=species:S:1:pos:R:3:forces:R:3
C 2.87043 4.15686 -1.27752 0.0 0.6 -0.8
H 0.96461 -4.96482 4.16724 -0.1 -0.1 0.0
H 2.24046 4.84254 -1.84653 -0.1 -0.2 -0.1
C 2.88035 2.04704 3.28173 -0.4 0.1 0.1
C 4.40706 2.69360 1.51939 -0.2 -0.6 -1.9
S -2.84797 -5.48232 -0.16793 0.6 -0.3 0.3
O 2.20779 -4.61535 -1.97646 -0.7 -0.1 -0.6
C 3.12070 2.22841 -3.12224 0.7 0.2 0.2
B -0.74224 -0.83398 0.45457 -0.1 0.0 0.4
O -2.02022 4.92816 -1.65267 -0.8 0.0 -0.2
H 4.07599 -1.92117 -0.78818 0.3 0.3 -0.7
O 2.55973 5.32282 3.66724 0.1 0.7 0.2
H 2.23488 3.33172 -0.96332 0.3 0.0 0.4
H 1.20947 -1.29530 -8.97100 0.4 -0.1 0.1
H 4.40832 -5.51112 -0.82154 -0.7 0.1 -0.1
O -0.69457 -2.77430 3.30112 -0.3 0.1 0.8
H 2.34948 1.18940 3.69519 0.1 -0.1 0.0
O -5.88082 0.30864 2.66788 0.1 1.2 0.7
O -5.89683 2.36558 1.74334 -0.7 0.1 0.3
C -3.80906 1.51722 2.43457 -1.0 -0.5 1.3
H -3.83917 -5.94973 -2.39695 -0.6 0.2 0.5
C 1.68675 -5.77861 4.06615 -0.5 0.4 -0.1
H -4.45117 2.31218 -1.50617 1.2 -0.3 0.0
H -2.05997 -4.04731 -2.03613 -0.3 0.1 0.2
H 0.32677 -2.90692 -2.87517 0.0 0.2 -0.1
H -2.47138 -6.86491 -2.08943 0.2 0.0 0.4
O 3.31371 0.55933 0.02840 -0.4 0.0 -0.1
H 4.70644 -2.86461 3.12770 -0.3 0.1 0.0
H -7.86897 0.88802 3.37080 0.6 0.4 0.1
H 4.79511 -0.34809 3.02754 0.0 -0.1 -0.1
O -2.13747 -1.33412 0.53876 0.1 0.3 -0.5
C 1.70888 -4.57147 1.66436 0.4 0.6 0.5
O -0.10142 -1.38678 1.65595 -0.3 -0.1 0.2
C 1.54367 5.99389 3.56298 0.0 -1.3 -0.4
H 3.31031 4.79695 -0.51486 0.1 -0.5 0.3
H 2.08803 2.52224 -3.29431 0.0 0.1 0.1
C -2.36571 -1.96656 1.68568 0.3 0.3 -0.3
C 2.89152 0.78477 1.15649 0.8 -0.3 -0.1
H 5.27427 2.77645 2.17125 -0.5 0.1 0.7
C -1.58341 0.93447 -4.56465 0.1 -0.2 0.2
C 1.03190 -2.55295 -7.18044 -0.3 0.5 -1.3
H 3.94750 3.64032 1.24020 0.4 0.3 0.5
H -0.97915 1.44064 -3.81032 -0.1 0.2 -0.1
H -7.02810 -1.82601 2.26536 0.1 0.0 0.0
C 3.13433 -1.96909 5.80453 -1.8 -1.1 -0.2
C 1.65817 -1.58681 5.89949 0.6 0.2 1.0
H 4.84719 2.29965 0.59895 -0.3 0.0 -0.1
C -0.70597 6.34688 2.71644 -0.8 0.8 -1.0
O 0.46508 -2.35137 -5.89979 -0.2 0.6 0.5
H 3.18613 1.43766 -2.37330 -0.1 0.1 0.1
H -3.60977 1.34589 3.49697 0.3 -0.2 -0.1
H 1.64837 -0.54858 -7.38965 -0.3 0.5 -0.3
O 0.85989 0.00729 -2.47679 0.7 0.3 0.3
S 4.11331 3.66223 -2.52632 -1.4 0.3 -0.8
H 2.00971 -6.07352 5.06299 0.7 0.2 -0.2
S 2.93520 -5.18732 2.86737 -0.5 -1.4 -0.3
H -1.48337 -3.56018 -0.39689 -0.4 0.2 -0.2
H -0.73833 -4.88288 -1.17216 -0.2 -0.5 -0.2
H 0.41758 4.36621 -3.64699 0.1 0.3 0.0
C -4.79200 0.63025 -2.76649 -0.6 0.7 -0.3
O -0.04515 -1.14695 -0.81157 0.0 -0.6 1.1
H -0.80980 7.19256 3.39754 0.6 -0.2 0.3
C -0.32384 -3.05038 -3.73212 0.0 -0.1 -1.9
H 0.76726 -5.11636 1.67164 0.1 -0.3 -0.1
H -3.20891 4.28680 1.38874 -0.7 0.2 -0.3
O -3.41149 -2.41233 2.03429 -0.2 -0.1 0.3
H 3.73838 2.31355 3.89964 0.0 -0.3 0.1
H 0.11126 4.65933 0.84170 -0.1 0.8 0.1
O 3.86342 -2.25555 6.71493 0.4 0.5 -0.3
O 3.97945 4.73495 -3.59420 0.4 -0.8 0.7
H -3.34713 6.07030 -0.62017 -0.7 -0.8 -0.1
O 3.37561 -2.12415 4.49113 0.3 0.3 -0.4
O 1.01116 -4.40471 -5.15183 0.2 -0.1 -0.8
C 0.69085 4.56274 1.75606 0.6 -0.4 0.0
C 4.71918 -2.27305 4.04213 0.7 -0.2 0.1
H 5.25503 -2.88052 4.77542 0.2 0.3 0.0
S 3.42202 -3.80320 -2.25531 -0.3 0.3 1.8
O -3.50823 0.38198 -3.34709 0.4 -0.7 0.8
H 6.37953 -0.85916 3.63601 0.0 -0.3 -0.2
H 2.64557 -1.48101 -1.79819 0.1 -0.1 -0.2
H -3.90124 0.65258 -0.82478 0.0 0.4 0.3
N 3.34612 1.77778 1.93269 0.7 0.7 1.1
O -0.72011 0.63926 0.52120 -0.3 0.6 0.2
H 1.74424 4.56486 1.48190 0.0 -0.3 -0.1
H 2.08364 -2.83799 -7.18291 -0.1 -0.5 0.5
H -1.24761 3.87593 -3.74751 -0.3 0.2 0.1
H -1.85576 3.65475 0.65612 0.2 -0.1 -0.5
H -3.36235 3.35784 -0.18502 -0.3 0.2 0.3
H -0.97068 -2.21956 -4.00689 -0.2 0.1 0.8
C 4.56199 -4.45126 -1.01946 1.8 -0.4 -0.2
C 0.44915 -3.35307 -5.00714 0.8 -0.4 1.2
H -8.59504 -1.46336 2.91587 0.0 -0.2 0.6
H 1.32905 6.90227 4.14874 0.1 0.0 0.0
H 0.40727 3.57063 2.11922 0.2 0.1 0.5
H -1.87200 6.04887 0.10650 0.6 -0.5 0.0
H -3.89200 -7.44365 -1.32420 -0.5 0.4 0.4
H -0.87395 -3.98049 -3.62484 -0.2 0.2 0.4
H 2.17603 0.11440 1.65785 -0.2 0.2 0.0
H -7.08419 -1.52013 3.98596 -0.4 0.0 0.2
H -3.53413 2.54168 2.22253 0.4 -0.4 -0.5
C -0.60227 4.70828 -3.47322 0.4 -0.7 0.2
C -4.62139 1.23607 -1.39123 -1.0 1.1 -0.6
H 1.20869 -6.64850 3.61505 0.0 0.1 -0.2
H 0.40842 -3.29361 -7.68437 0.3 -0.2 -0.1
C -0.76495 5.10024 -2.02221 1.0 0.6 -0.4
O -3.77255 1.87019 -4.99550 0.1 0.5 0.0
C -7.32691 0.23042 2.69487 0.4 -1.8 -0.9
H -5.29438 1.30014 -3.46647 -0.3 0.0 0.3
O 3.52277 -6.44009 2.26651 0.0 0.7 0.3
H 1.31146 -1.67574 6.92994 0.2 0.1 0.0
C -5.30153 1.46360 2.27928 -0.2 0.1 -0.9
H 1.58493 -0.53980 5.60428 -0.3 -0.1 -0.2
C 3.16188 -2.27440 -1.26693 0.2 0.0 0.4
H 1.03902 -2.24187 5.29303 0.1 0.2 -0.4
H -5.40888 -0.26446 -2.67649 0.6 -0.4 -0.4
N 0.54374 5.64063 2.72245 -0.8 0.4 0.3
H -7.70498 0.32138 1.67544 0.0 0.7 0.1
H 1.52834 -3.52793 1.93672 -0.2 0.0 0.0
C 0.42745 -0.04319 -1.35925 -1.6 -0.1 -1.2
H 4.56330 -3.87242 -0.10008 -0.3 -0.1 0.1
C -3.38441 -6.51978 -1.58593 1.8 -0.2 -0.8
C -7.53101 -1.24017 3.03523 -0.3 0.1 -0.6
C -0.11715 1.14715 -0.52712 0.7 -0.6 -0.2
O -1.91989 -6.28465 0.71729 -0.9 0.3 -0.8
C 5.30639 -0.88704 3.82553 0.0 0.3 0.5
H 5.15873 -0.30576 4.74027 0.0 0.0 0.0
H 2.20396 -4.57479 0.69611 -0.1 -0.3 -0.1
H -0.83972 6.79285 1.72506 -0.1 0.0 0.0
H -0.81168 5.57230 -4.10143 0.0 0.0 0.0
C -3.05292 1.17156 -4.33346 -0.1 -0.6 -0.5
H 3.57986 1.87325 -4.04335 0.0 0.1 0.0
C -2.81577 4.10176 0.38816 0.6 0.1 0.9
H -1.59093 5.72559 2.88080 0.3 -0.4 0.1
H -3.39958 0.69042 1.85733 0.5 0.4 -0.2
H -5.59816 1.36132 -0.91178 0.0 -0.9 0.3
H 2.58712 -2.56788 -0.38498 -0.4 -0.3 -0.4
C -0.99920 -2.06003 2.39802 1.1 -0.5 -0.9
H -1.34417 -0.11900 -4.42599 -0.1 0.0 0.0
H 2.23815 2.93088 3.32566 0.0 -0.2 -0.1
C 0.95465 -1.20087 -7.91573 -0.3 -0.9 0.4
C -1.70721 -4.38757 -1.06971 0.3 -0.2 0.5
H -0.07889 -0.85452 -7.91633 0.1 0.3 0.3
O 0.11922 5.59810 -1.35332 -0.9 -0.2 0.0
O -0.02868 2.29451 -0.84588 0.0 0.6 0.1
H 5.59143 -4.43794 -1.39676 0.0 0.4 -0.1
H -1.28560 1.22797 -5.56700 -0.1 0.2 0.1
C -2.55131 5.35612 -0.39351 0.7 0.9 0.0
```
Forces are in eV/Å.

Output
Frontier orbital gap (hartree): 0.322
Multiplicity: 1
Net charge: -1
E_LUMO (eV): 2.00